Record 1
The following is a DFT calculation (ωB97M-V with the def2-TZVPD basis set) of a cluster of 6 separate species, C40H59F8N3O20S in total.

The calculation puts the maximum force at 1.92 eV/A. Its gap between HOMO and LUMO is 10.087 eV. The charge is 0. The HOMO energy comes out at -10.043 eV. As for the SMILES: C=CC[C@]1(OC#N)OS(=O)(=O)[C@H]([C@H](C)CC)[C@@](CCF)(c2ccncc2)[C@]1(N(C)C(C)=O)C(F)(F)C(F)(F)C(F)(F)F.COC(=O)OC.COC(=O)OC.COC(=O)OC.COC(=O)OC.COC(=O)OC. The molecular weight is 1085.96 g/mol. The total energy comes out at -120427.7654 eV.

Last column: Mulliken charge in e.
Positions of all 131 atoms, in Å:
C1 2.3253 0.8914 6.3202  -1.0671
C2 1.7909 0.3523 5.2418  -0.5984
C3 0.4736 0.8375 4.6639  -0.5379
C4 0.4278 0.7059 3.1327  -0.7155
O1 0.3958 -0.6666 2.7413  -0.3074
C5 0.1925 -1.6087 3.5886  0.4659
N1 0.0033 -2.4000 4.3791  -0.4531
O2 1.7418 1.2104 2.8429  -0.6566
S1 2.5015 0.6280 1.5595  1.8628
O3 3.5045 1.6033 1.2772  -0.8156
O4 2.9828 -0.7020 1.7362  -0.7474
C6 1.1445 0.7022 0.3778  -2.2430
C7 1.8757 0.6623 -0.9876  0.5666
C8 1.2112 1.0837 -2.3054  -2.0257
C9 2.4242 -0.7831 -1.2293  -0.9313
C10 3.9586 -0.8610 -1.3398  -1.4459
C11 0.0866 1.8429 0.7586  1.1417
C12 0.9385 3.1207 0.5777  -1.6428
C13 0.3779 4.5456 0.4433  -0.9106
F1 1.0671 5.1919 -0.5816  -0.4814
C14 -0.9043 1.6056 -0.3951  1.0415
C15 -1.2863 2.5707 -1.3228  0.0220
C16 -2.1421 2.2467 -2.3652  -1.1564
N2 -2.6720 1.0434 -2.5887  -0.6293
C17 -2.2745 0.1103 -1.7191  -0.7535
C18 -1.4225 0.3300 -0.6518  -0.0240
C19 -0.5716 1.5795 2.2560  1.5953
N3 -1.9271 0.9721 2.2310  1.0844
C20 -2.2580 -0.1653 3.0982  -1.3137
C21 -3.0770 1.2610 1.4407  0.9382
C22 -3.5232 2.5571 0.8112  -1.4883
O5 -3.7785 0.3142 1.1709  -0.6652
C23 -0.7532 2.9442 3.0248  -0.0709
F2 -1.4105 3.8155 2.2074  -0.5141
F3 0.4337 3.5414 3.2754  -0.3176
C24 -1.6135 3.0501 4.3625  0.7619
F4 -0.8333 3.7049 5.2731  -0.3405
F5 -2.0041 1.9313 4.9799  -0.2712
C25 -2.8682 3.9955 4.3071  0.5843
F6 -3.4321 3.9007 5.5264  -0.2886
F7 -2.5297 5.2609 4.1418  -0.2310
F8 -3.7844 3.5964 3.4396  -0.1767
H1 1.8660 1.6987 6.8706  0.2819
H2 3.2850 0.5366 6.6589  0.3223
H3 2.2664 -0.4918 4.7632  0.3292
H4 -0.3433 0.3697 5.1960  0.5161
H5 0.4781 1.8706 4.9805  0.7959
H6 0.6987 -0.2752 0.5030  1.1955
H7 2.7729 1.2715 -0.9670  0.6906
H8 0.9484 2.1353 -2.3290  0.3284
H9 1.9849 0.9699 -3.0625  0.6508
H10 0.3828 0.4554 -2.6129  0.3176
H11 2.1208 -1.4621 -0.4373  0.1913
H12 2.0058 -1.1801 -2.1495  0.8421
H13 4.3453 -1.4785 -0.5349  0.3189
H14 4.4551 0.1017 -1.2436  0.3394
H15 4.2865 -1.3077 -2.2735  0.4035
H16 1.5090 3.0178 -0.3427  1.0753
H17 1.7242 3.1958 1.3164  0.7110
H18 -0.6783 4.6503 0.2355  0.3512
H19 0.5697 5.1237 1.3424  0.4035
H20 -0.9141 3.5753 -1.2863  0.3508
H21 -2.4183 3.0265 -3.0633  0.5273
H22 -2.6612 -0.8872 -1.8752  0.4657
H23 -1.1986 -0.5082 -0.0120  0.1267
H24 -3.2739 -0.0988 3.4622  0.3888
H25 -2.1005 -1.1214 2.6085  0.1804
H26 -1.6804 -0.1947 4.0079  0.6615
H27 -4.3255 3.0069 1.3823  0.6913
H28 -2.7621 3.2942 0.6248  0.1161
H29 -3.9431 2.3297 -0.1604  0.1792
C26 6.6756 -4.9050 -5.0581  -0.6125
O6 6.5866 -4.2170 -6.3093  -0.3255
C27 5.8828 -3.0896 -6.2621  0.8337
O7 5.3392 -2.6376 -5.2889  -0.5408
O8 5.8829 -2.5463 -7.4786  -0.3294
C28 5.1572 -1.3194 -7.5730  -0.6160
H30 7.2685 -5.7974 -5.2331  0.2237
H31 7.1724 -4.2864 -4.3138  0.2922
H32 5.6867 -5.1943 -4.7081  0.2869
H33 5.5904 -0.5653 -6.9189  0.2865
H34 4.1089 -1.4727 -7.3244  0.2880
H35 5.2404 -0.9939 -8.6055  0.2105
C29 1.2290 -4.9596 5.2470  -0.4840
O9 1.6557 -5.2833 6.5778  -0.3303
C30 2.9221 -5.6731 6.6680  0.7972
O10 3.7012 -5.7712 5.7567  -0.5436
O11 3.1874 -5.9387 7.9488  -0.3184
C31 4.5268 -6.3715 8.1901  -0.6304
H36 0.1933 -4.6637 5.3173  0.2027
H37 1.8142 -4.1385 4.8497  0.1969
H38 1.3158 -5.8334 4.6012  0.3108
H39 5.2384 -5.6011 7.8996  0.2913
H40 4.7358 -7.2943 7.6527  0.2923
H41 4.6026 -6.5499 9.2587  0.2152
C32 -6.8995 3.0219 -1.7924  -0.8235
O12 -7.5172 3.9334 -2.7066  -0.2840
C33 -6.6646 4.5466 -3.5235  0.8328
O13 -5.4722 4.3917 -3.5429  -0.5471
O14 -7.3590 5.3587 -4.3201  -0.3184
C34 -6.5621 6.0850 -5.2593  -0.6733
H42 -7.7019 2.6027 -1.1936  0.3761
H43 -6.3919 2.2220 -2.3287  0.3244
H44 -6.1977 3.5463 -1.1463  0.2967
H45 -6.0381 5.4034 -5.9266  0.3050
H46 -5.8496 6.7253 -4.7436  0.2962
H47 -7.2500 6.6976 -5.8340  0.2324
C35 7.0912 -6.5313 -0.0150  -0.6514
O15 8.0014 -5.9664 -0.9627  -0.2610
C36 9.0188 -5.3030 -0.4155  0.7672
O16 9.2145 -5.1555 0.7605  -0.5408
O17 9.7820 -4.8309 -1.4011  -0.2851
C37 10.9201 -4.0896 -0.9555  -0.6440
H48 6.3224 -7.0348 -0.5935  0.2023
H49 7.5980 -7.2544 0.6206  0.2943
H50 6.6355 -5.7520 0.5922  0.3105
H51 11.5757 -4.7169 -0.3549  0.2967
H52 10.6102 -3.2172 -0.3840  0.2982
H53 11.4452 -3.7690 -1.8502  0.2140
C38 -12.6542 0.1849 -4.1681  -0.6278
O18 -11.7244 0.6997 -5.1229  -0.3413
C39 -10.6843 1.3356 -4.5846  0.7743
O19 -10.4887 1.4939 -3.4082  -0.5485
O20 -9.9008 1.7614 -5.5715  -0.3339
C40 -8.7409 2.4715 -5.1261  -0.5804
H54 -13.4398 -0.3016 -4.7384  0.2152
H55 -12.1738 -0.5434 -3.5178  0.2946
H56 -13.0820 0.9908 -3.5751  0.2947
H57 -8.1150 1.8307 -4.5072  0.2672
H58 -9.0235 3.3648 -4.5808  0.3177
H59 -8.1898 2.7550 -6.0191  0.2568

Record 2
The following is a DFT calculation (ωB97M-V with the def2-TZVPD basis set) of a cluster of 3 separate species, C40H60F2N2O3Si in total.

The calculation puts the maximum force at 1.51 eV/A. Its gap between HOMO and LUMO is 9.524 eV. The charge is 0. The HOMO energy comes out at -8.818 eV. As for the SMILES: CCN(CCN(CCC(C)C)C(=O)OCCCCCCCC[Si](C)(C)c1ccccc1)C(C)=O.Fc1ccccc1.Fc1ccccc1. The molecular weight is 683.01 g/mol. The total energy comes out at -64888.8268 eV.

Last column: Mulliken charge in e.
Positions of all 108 atoms, in Å:
C1 -5.9550 -1.4093 -0.2294  -1.3471
C2 -4.7456 -0.4961 -0.2858  -0.5808
N1 -3.4855 -1.2676 -0.1830  0.5172
C3 -3.2205 -1.6101 1.2638  -0.4485
C4 -3.1108 -3.1125 1.5091  -1.2127
N2 -1.8208 -3.7915 1.3920  0.3677
C5 -1.1847 -3.6455 0.0788  0.8390
C6 -0.7038 -4.9978 -0.4309  -1.6573
C7 0.1901 -4.9194 -1.6631  0.8104
C8 1.3879 -3.9727 -1.4947  -0.7292
C9 -0.5834 -4.5929 -2.9333  -1.6138
C10 -0.9168 -3.5882 2.4525  0.2342
O1 -0.3364 -4.4982 2.9420  -0.5610
O2 -0.7282 -2.3280 2.9345  -0.3126
C11 0.6158 -1.8428 2.8011  -1.0217
C12 0.7984 -0.9157 1.5902  1.2069
C13 1.2877 0.4912 1.9725  -0.8509
C14 0.7135 1.5797 1.0500  0.0822
C15 1.6871 2.7124 0.7840  -0.7515
C16 1.0871 3.8966 0.0116  -1.2331
C17 0.8252 3.6687 -1.4799  -0.2040
C18 -0.3089 4.5661 -1.9943  -0.6143
Si1 -0.6519 4.4356 -3.8494  0.1509
C19 0.4406 3.0758 -4.5727  -1.0691
C20 -0.2032 6.0127 -4.7551  -1.1384
C21 -2.4259 3.9414 -4.2511  0.8113
C22 -3.4617 3.8584 -3.3111  -0.2787
C23 -4.7475 3.4582 -3.6819  -0.6287
C24 -5.0154 3.1387 -5.0096  -0.4200
C25 -4.0109 3.2409 -5.9684  -0.7010
C26 -2.7291 3.6460 -5.5883  -0.4370
C27 -2.4296 -0.4035 -0.6515  0.2408
C28 -1.4106 -0.9914 -1.5721  -0.8569
O3 -2.3821 0.7499 -0.3491  -0.6262
H1 -6.7685 -0.9376 -0.7699  0.4461
H2 -5.7552 -2.3466 -0.7312  0.3188
H3 -6.3095 -1.5858 0.7780  0.3094
H4 -4.8103 0.2748 0.4780  0.4087
H5 -4.7455 0.0203 -1.2364  0.5028
H6 -4.0731 -1.2639 1.8357  0.4431
H7 -2.3709 -1.0502 1.6319  0.3725
H8 -3.7514 -3.5731 0.7639  0.4207
H9 -3.5501 -3.3565 2.4680  0.4586
H10 -1.8993 -3.2404 -0.6209  0.7049
H11 -0.3256 -2.9858 0.1459  -0.8167
H12 -0.1907 -5.5249 0.3660  0.2720
H13 -1.5823 -5.5780 -0.6980  0.3432
H14 0.6002 -5.9138 -1.8120  0.4403
H15 1.2025 -3.0433 -2.0286  0.2867
H16 2.2969 -4.3868 -1.9077  0.4219
H17 1.5576 -3.6942 -0.4602  -0.4007
H18 0.1221 -4.4896 -3.7519  0.4491
H19 -1.1275 -3.6582 -2.8646  0.3130
H20 -1.2422 -5.4113 -3.2013  0.4055
H21 0.8277 -1.2661 3.6909  0.5848
H22 1.3096 -2.6762 2.7987  0.2540
H23 -0.1777 -0.8241 1.1312  -1.0899
H24 1.4788 -1.3597 0.8713  0.4649
H25 2.3679 0.5046 1.8929  0.3180
H26 0.9914 0.7191 2.9892  0.2935
H27 -0.2266 1.9329 1.4499  0.3543
H28 0.5048 1.1123 0.0940  -0.1620
H29 2.5573 2.3138 0.2684  0.4131
H30 2.0292 3.1121 1.7377  0.1631
H31 0.1366 4.1434 0.4766  0.4625
H32 1.7409 4.7528 0.1475  0.4645
H33 1.7346 3.9226 -2.0166  0.2582
H34 0.6400 2.6161 -1.6688  0.1597
H35 -1.1937 4.3967 -1.3835  0.3223
H36 0.0135 5.5837 -1.7838  0.3384
H37 0.2267 3.0104 -5.6341  0.3894
H38 0.1239 2.1271 -4.1493  0.2068
H39 1.4952 3.2453 -4.4101  0.3825
H40 -0.4995 5.9136 -5.7953  0.3082
H41 -0.6784 6.8948 -4.3422  0.3682
H42 0.8737 6.1423 -4.7327  0.3394
H43 -3.2524 4.0943 -2.2792  0.2457
H44 -5.5201 3.3865 -2.9354  0.4279
H45 -5.9968 2.8112 -5.3081  0.3773
H46 -4.2075 3.0122 -7.0024  0.3845
H47 -1.9552 3.7248 -6.3348  0.2435
H48 -0.5581 -1.3729 -1.0232  -0.0545
H49 -1.0567 -0.2012 -2.2134  0.2620
H50 -1.8408 -1.7881 -2.1621  0.4912
F1 3.5573 1.3409 4.4545  -0.3514
C29 3.3991 2.6385 4.7807  0.4278
C30 2.2565 3.0234 5.4525  -0.2990
C31 2.0986 4.3603 5.7865  -0.4147
C32 3.0715 5.2880 5.4415  -0.5489
C33 4.2095 4.8764 4.7620  -0.3580
C34 4.3818 3.5412 4.4285  -0.4576
H51 1.5076 2.2849 5.7055  0.4283
H52 1.2115 4.6771 6.3176  0.3743
H53 2.9422 6.3297 5.7015  0.3884
H54 4.9678 5.5972 4.4881  0.3779
H55 5.2630 3.1980 3.9034  0.4277
F2 5.1385 -3.0103 0.7783  -0.3044
C35 5.0503 -3.9882 1.7045  0.2502
C36 6.1417 -4.2491 2.5073  -0.5462
C37 6.0394 -5.2526 3.4597  -0.3434
C38 4.8629 -5.9778 3.5922  -0.5808
C39 3.7802 -5.6978 2.7702  -0.4530
C40 3.8703 -4.6934 1.8183  -0.0124
H56 7.0499 -3.6748 2.3843  0.4394
H57 6.8828 -5.4671 4.1018  0.3607
H58 4.7900 -6.7593 4.3361  0.3800
H59 2.8611 -6.2592 2.8683  0.3962
H60 3.0358 -4.4545 1.1715  0.3818

Number 1: LUMO 0.0 eV. Number 2: LUMO 0.7 eV.